Molecular formula: C4H8NO2
Method: DFT, the ωB97M-V functional and the def2-TZVPD basis

Properties
Gap between HOMO and LUMO = 9.53 eV
HOMO = -0.54805 hartree
Charge = +1
Electronic energy = -362.1232 a.u.
Structure (SMILES) = C[C@H]([NH3+])C(=O)C=O
Relative energy (zero: lowest compared OMol25 entry of this formula, charge and spin) = 237.0 kJ/mol

Cartesian coordinates (Å):
C 1.588 0.285 -0.107
C 0.215 -0.414 -0.012
N 0.019 -1.164 -1.188
C -1.079 0.376 0.198
O -1.950 0.097 -0.597
C -1.361 1.140 1.517
O -0.720 0.986 2.529
H 1.504 1.197 -0.595
H 2.093 0.708 0.788
H 2.333 -0.328 -0.466
H 0.151 -0.969 0.927
H -1.039 -0.795 -1.389
H -0.007 -2.197 -0.914
H 0.472 -0.751 -2.028
H -2.219 1.829 1.338

Atom charges from the Mulliken analysis, given in e for atoms 1 to 4: C -1.56; C 0.19; N -0.25; C 0.45

***

Molecular formula: C20H20N6O
Method: DFT, the ωB97M-V functional and the def2-TZVPD basis

Properties
Gap between HOMO and LUMO = 7.55 eV
HOMO = -0.28755 hartree
Charge = 0
Electronic energy = -1177.9534 a.u.
Structure (SMILES) = CC(=O)NCCNc1nc2c(-c3cccc(C)c3)nnn2c2ccccc12
Relative energy (zero: lowest compared OMol25 entry of this formula, charge and spin) = 0.0 kJ/mol

Cartesian coordinates (Å):
C 2.859 1.353 1.954
C 2.377 2.561 1.183
O 3.052 3.549 0.980
N 1.091 2.460 0.770
C 0.453 3.504 0.003
C -0.265 2.954 -1.234
N -1.543 2.351 -0.929
C -1.675 1.066 -0.536
N -0.582 0.349 -0.447
C -0.681 -0.943 -0.114
C 0.251 -1.972 0.059
C 1.686 -1.953 -0.130
C 2.462 -3.040 0.270
C 3.830 -3.004 0.092
C 4.436 -1.897 -0.481
C 3.678 -0.809 -0.893
C 4.316 0.400 -1.510
C 2.302 -0.849 -0.714
N -0.440 -3.067 0.446
N -1.692 -2.820 0.523
N -1.887 -1.538 0.190
C -3.065 -0.842 0.129
C -4.282 -1.451 0.430
C -5.442 -0.716 0.343
C -5.396 0.622 -0.044
C -4.195 1.227 -0.339
C -2.995 0.513 -0.257
H 2.692 0.440 1.387
H 3.918 1.460 2.168
H 2.313 1.284 2.893
H 0.619 1.568 0.805
H -0.268 4.044 0.632
H 1.242 4.202 -0.292
H 0.359 2.192 -1.706
H -0.442 3.766 -1.943
H -2.331 2.967 -0.828
H 1.973 -3.893 0.714
H 4.434 -3.845 0.402
H 5.509 -1.881 -0.611
H 3.880 0.602 -2.487
H 5.387 0.256 -1.630
H 4.153 1.278 -0.886
H 1.695 -0.016 -1.036
H -4.277 -2.489 0.720
H -6.391 -1.176 0.572
H -6.311 1.189 -0.114
H -4.193 2.264 -0.642

Atom charges from the Mulliken analysis, given in e for atoms 1 to 4: C -0.93; C 0.78; O -0.67; N -0.09

***

Molecular formula: C21H43BMoO2P2
Method: DFT, the ωB97M-V functional and the def2-TZVPD basis

Properties
⟨S²⟩ = 2.368
Gap between HOMO and LUMO (alpha / beta) = 6.83 / 4.93 eV
HOMO (alpha / beta) = -0.53521 / -0.52968 hartree
Spin multiplicity = 3
Charge = +2
Electronic energy = -1751.4571 a.u.
Relative energy (zero: lowest compared OMol25 entry of this formula, charge and spin) = 0.0 kJ/mol

Cartesian coordinates (Å):
P -2.523 -0.928 -3.824
P -3.162 -2.537 -1.050
C -3.546 -2.480 -3.850
C -4.286 -2.698 -2.531
H -2.849 -3.305 -4.062
H -4.258 -2.405 -4.692
H -5.088 -1.956 -2.391
H -4.740 -3.704 -2.495
C -2.408 -4.224 -1.131
H -1.812 -4.387 -0.224
H -1.738 -4.315 -1.998
H -3.196 -4.992 -1.196
C -4.456 -2.798 0.224
H -4.967 -3.757 0.063
H -5.183 -1.977 0.167
H -3.982 -2.784 1.212
C -1.765 -1.056 -5.480
H -1.138 -0.170 -5.638
H -2.530 -1.124 -6.268
H -1.126 -1.949 -5.505
C -3.867 0.305 -4.078
H -4.532 0.345 -3.205
H -4.459 0.063 -4.978
H -3.407 1.295 -4.197
Mo 0.837 0.992 0.300
C -0.926 -0.191 0.997
C 0.097 -1.083 0.527
C 0.089 -1.711 -0.842
C 0.862 -0.965 -1.957
C 0.871 0.532 -1.828
C -0.277 1.352 -1.512
C -1.640 0.761 -1.288
C -2.030 0.411 0.169
C 2.167 2.588 -0.210
H -1.097 -0.155 2.077
H 0.641 -1.657 1.296
H -0.957 -1.861 -1.175
H 0.489 -2.737 -0.769
H 1.906 -1.322 -1.950
H 0.478 -1.284 -2.946
H 1.697 1.008 -2.371
H -0.270 2.400 -1.851
H -1.736 -0.171 -1.899
H -2.409 1.436 -1.707
H -2.390 1.329 0.665
H -2.917 -0.254 0.140
H 2.016 3.428 0.483
H 2.005 2.907 -1.249
H 3.188 2.181 -0.099
C 2.451 2.254 5.355
C 3.112 2.559 4.013
C 3.734 3.940 4.127
O 2.082 2.619 3.012
B 2.199 1.452 2.262
O 3.272 0.640 2.612
C 4.073 1.411 3.518
C 5.291 1.942 2.761
C 4.587 0.464 4.585
H 1.657 2.989 5.542
H 3.184 2.345 6.166
H 2.010 1.251 5.385
H 2.951 4.671 4.369
H 4.471 3.951 4.942
H 4.229 4.255 3.202
H 5.968 2.458 3.455
H 5.846 1.100 2.324
H 5.020 2.634 1.952
H 3.779 0.068 5.210
H 5.100 -0.379 4.104
H 5.310 0.978 5.230

Atom charges from the Mulliken analysis, given in e for atoms 1 to 4: P 1.33; P 1.13; C -1.20; C -1.20

***

Molecular formula: C16H19NO3S
Method: DFT, the ωB97M-V functional and the def2-TZVPD basis

Properties
Gap between HOMO and LUMO = 9.10 eV
HOMO = -0.32446 hartree
Charge = 0
Electronic energy = -1299.7338 a.u.
Structure (SMILES) = COCCNS(=O)(=O)c1ccc(-c2ccc(C)cc2)cc1
Relative energy (zero: lowest compared OMol25 entry of this formula, charge and spin) = 125.3 kJ/mol

Cartesian coordinates (Å):
C -2.395 -2.599 0.867
O -2.920 -2.801 -0.421
C -3.143 -1.637 -1.183
C -4.435 -0.871 -0.842
N -4.393 -0.033 0.327
S -3.789 1.509 0.237
O -4.134 2.137 1.477
O -4.236 2.070 -1.001
C -2.009 1.317 0.184
C -1.332 1.483 -1.009
C 0.035 1.275 -1.047
C 0.727 0.895 0.103
C 2.177 0.658 0.059
C 2.743 -0.418 0.739
C 4.105 -0.643 0.690
C 4.944 0.201 -0.028
C 6.422 -0.037 -0.055
C 4.379 1.278 -0.701
C 3.016 1.502 -0.664
C 0.022 0.745 1.299
C -1.343 0.958 1.340
H -1.570 -1.876 0.854
H -3.157 -2.257 1.578
H -2.022 -3.567 1.198
H -3.226 -1.997 -2.212
H -2.277 -0.964 -1.112
H -5.251 -1.592 -0.731
H -4.668 -0.193 -1.665
H -4.246 -0.477 1.216
H -1.891 1.773 -1.885
H 0.570 1.387 -1.978
H 2.108 -1.098 1.288
H 4.526 -1.489 1.215
H 6.875 0.333 0.865
H 6.885 0.478 -0.892
H 6.640 -1.101 -0.128
H 5.014 1.949 -1.260
H 2.599 2.354 -1.180
H 0.553 0.478 2.200
H -1.902 0.868 2.259

Atom charges from the Mulliken analysis, given in e for atoms 1 to 4: C -0.42; O -0.42; C 0.04; C -0.73